Entry 1:
This record from the Open Molecules 2025 dataset describes C6H10O in the gas phase. The level of theory is the ωB97M-V functional and the def2-TZVPD basis.

Its energy relative to the best compared isomer or geometry (same formula, charge and spin) is 55.21 kJ/mol. The calculation puts the electronic energy at -309.8213 a.u. Its SMILES is C=CCCC(C)=O. The HOMO energy comes out at -9.5 eV. The HOMO-LUMO gap comes out at 10.52 eV. The net charge is 0. As for the multiplicity: 1.

Last column: Mulliken charge in e.
Geometry (Å):
C: 1.527 1.643 -0.809  -0.7318
C: 1.572 0.487 -0.156  -0.1009
C: 0.904 0.197 1.157  -0.5939
C: -0.117 -0.943 0.996  -0.5084
C: -1.302 -0.327 0.269  0.5270
C: -1.749 -0.755 -1.126  -1.0530
O: -1.983 0.498 0.844  -0.5681
H: 2.032 1.771 -1.762  0.2667
H: 0.992 2.504 -0.412  0.2490
H: 2.103 -0.357 -0.599  0.2764
H: 1.651 -0.068 1.914  0.3075
H: 0.366 1.080 1.521  0.3110
H: -0.421 -1.310 1.985  0.3414
H: 0.304 -1.784 0.435  0.3301
H: -2.547 -1.406 -0.752  0.3154
H: -1.170 -1.342 -1.849  0.3290
H: -2.160 0.111 -1.655  0.3028

***

Entry 2:
This record from the Open Molecules 2025 dataset describes a molecular structure, C16H14N4O5S at a distorted geometry. The level of theory is the ωB97M-V functional and the def2-TZVPD basis.

Its energy relative to the best compared isomer or geometry (same formula, charge and spin) is 1661.35 kJ/mol. The calculation puts the electronic energy at -1610.7476 a.u. The HOMO energy comes out at -7.8 eV. The HOMO-LUMO gap comes out at 8.01 eV. The net charge is 0. As for the multiplicity: 1.

Last column: Mulliken charge in e.
Geometry (Å):
C: -3.779 0.337 1.754  -1.4454
C: -2.848 -0.667 1.102  0.4773
C: -2.560 -1.139 -0.208  0.2407
C: -1.555 -1.946 0.075  0.1857
N: -1.331 -1.881 1.308  -0.6350
O: -1.978 -1.077 2.142  -0.1616
N: -0.886 -2.721 -0.609  -0.1699
C: -1.154 -2.580 -2.239  0.4769
O: -2.144 -2.138 -2.697  -0.4823
C: -0.121 -3.396 -3.038  -0.7940
H: 0.014 -2.923 -4.070  0.2739
H: -0.171 -4.282 -3.057  0.5849
S: 1.439 -3.103 -2.514  -0.2356
C: 1.680 -1.447 -2.209  0.5508
N: 0.504 -0.558 -2.431  -0.5044
N: 0.974 0.546 -1.756  0.0034
C: 2.032 0.380 -1.416  0.1960
O: 2.637 -0.818 -1.553  -0.3346
C: 3.052 1.494 -0.973  -0.6246
C: 3.675 0.879 0.545  -0.8609
O: 2.506 0.503 1.229  -0.4017
C: 1.625 1.283 1.508  0.7125
C: 0.644 0.999 2.345  -0.9923
C: -0.443 1.808 2.641  -0.9964
C: -0.650 3.133 1.446  -0.4068
C: 0.227 3.152 0.616  -0.7466
C: 1.133 2.319 0.574  0.5170
O: 2.332 2.649 -0.607  -0.6142
H: 0.140 4.040 0.156  0.5492
H: -1.555 3.552 1.849  0.4350
H: -1.210 1.685 3.187  0.8115
H: 0.577 0.233 2.908  0.6771
H: 4.176 1.676 0.973  0.4046
H: 4.124 0.087 0.290  0.6274
H: 3.724 1.885 -1.449  1.0424
H: 0.186 -3.145 -0.558  0.3354
H: -3.205 -0.764 -1.107  0.3236
H: -3.801 0.130 2.977  0.2171
H: -3.408 1.454 1.552  0.0596
H: -4.600 0.357 1.317  0.7043